(1)
{"formula": "C2H8NS", "method": "the ωB97M-V functional and the def2-TZVPD basis", "symbols": ["S", "H", "H", "C", "C", "N", "H", "H", "H", "H", "H", "H"], "positions_angstrom": [[-0.541333, -1.082072, -1.697412], [-1.099662, -1.880731, -0.686348], [0.539254, -1.907514, -1.806980], [0.750713, -0.078717, 1.831419], [-0.106415, 1.941936, 0.889034], [0.441707, 0.807844, 0.732193], [1.813731, -0.231067, 2.034634], [0.252408, -1.026033, 1.589707], [0.350289, 0.378537, 2.736212], [-0.255372, 2.239778, 1.936851], [-0.507942, 2.503848, 0.097311], [0.610882, 0.402120, -0.190865]], "forces_ev_per_a": [[-0.021, -1.215, 0.937], [0.516, 0.788, -1.058], [-0.463, 0.322, -0.024], [-0.104, -0.337, 0.923], [0.069, -1.021, 1.746], [0.451, 0.589, -0.115], [-0.031, 0.048, -0.649], [0.251, 0.162, 0.359], [-0.192, -0.325, -0.014], [-0.055, 0.188, -0.600], [-0.038, 0.706, -1.118], [-0.384, 0.095, -0.388]], "lowdin_charge": [0.529, -0.139, -0.164, -0.011, 0.190, -0.033, 0.117, 0.105, 0.103, 0.136, 0.114, 0.053], "orbital_gap_ha": 0.3319, "total_charge": 1, "largest_force_ev_per_a": 2.0, "e_homo_ev": -14.1}



(2)
{"formula": "C2H8NS2", "method": "the ωB97M-V functional and the def2-TZVPD basis", "symbols": ["C", "C", "N", "S", "S", "H", "H", "H", "H", "H", "H", "H", "H"], "positions_angstrom": [[-0.814826, -1.164584, -0.258284], [0.331049, -0.158837, -0.156942], [-0.284895, 1.309981, 0.579489], [3.245734, 0.325833, -0.051265], [1.735572, -0.797837, 0.767324], [-0.371602, -2.123327, -0.248569], [-1.545565, -1.088492, -1.005537], [-1.351418, -0.984102, 0.597354], [0.744837, 0.132395, -1.122321], [-1.287826, 1.195567, 0.642397], [0.085316, 1.481496, 1.487921], [0.160484, 2.083909, 0.123115], [3.350823, -0.594738, -0.962824]], "forces_ev_per_a": [[1.688, 1.260, 0.321], [-0.020, 0.520, -0.089], [1.460, -2.437, -1.063], [-0.186, 0.390, 0.802], [-0.714, 0.447, 0.430], [0.166, -1.153, 0.036], [-0.410, 0.518, -1.716], [-1.439, -0.453, 2.529], [-0.380, 0.646, 0.175], [-0.282, 0.843, -0.456], [0.289, -0.843, 1.497], [-0.822, 0.755, -1.307], [0.649, -0.493, -1.158]], "lowdin_charge": [-0.083, -0.573, 0.210, 0.426, 0.529, 0.075, 0.084, 0.053, 0.079, 0.142, 0.120, 0.135, -0.196], "smiles": "C[C@@H]([NH3+])SS", "orbital_gap_ha": 0.3832, "total_charge": 1, "largest_force_ev_per_a": 3.0, "e_homo_ev": -14.0}



(3)
{"formula": "C2H8O2", "method": "the ωB97M-V functional and the def2-TZVPD basis", "symbols": ["C", "C", "H", "H", "H", "H", "H", "H", "H", "H", "O", "O"], "positions_angstrom": [[-1.671871, 1.472147, -0.312918], [1.422154, -1.417463, -0.150339], [-0.132513, 0.510471, 0.616662], [-2.737276, 1.114084, -0.500287], [-1.562006, 2.626209, -0.083604], [-1.217215, 1.424679, -1.382406], [1.293070, -0.789241, 1.921679], [0.688302, -1.301193, -1.026712], [2.403665, -1.456089, -0.733220], [1.224079, -2.472682, 0.440986], [-1.061699, 0.531473, 0.483703], [1.351311, -0.242395, 0.726456]], "forces_ev_per_a": [[0.237, 1.212, -3.157], [-0.261, -1.529, -0.742], [1.613, 0.518, -0.360], [1.170, 0.964, 0.679], [-0.488, -2.278, 0.323], [-0.576, 0.116, 1.311], [0.312, 2.841, -5.579], [0.467, -0.155, 1.704], [-0.846, 0.005, 1.393], [0.508, 2.817, -1.701], [-2.570, -0.395, 1.066], [0.434, -4.117, 5.062]], "lowdin_charge": [-0.227, -0.191, -0.019, 0.088, 0.099, 0.080, 0.299, 0.085, 0.075, 0.122, -0.141, -0.270], "orbital_gap_ha": 0.3472, "largest_force_ev_per_a": 6.5, "e_homo_ev": -9.5}



(4)
{"formula": "C2H8O2", "method": "the ωB97M-V functional and the def2-TZVPD basis", "symbols": ["O", "H", "H", "H", "C", "O", "C", "H", "H", "H", "H", "H"], "positions_angstrom": [[2.598079, -0.913157, -1.188701], [2.369285, -1.791895, -1.510812], [2.271335, -0.915298, -0.275067], [0.247329, -2.122029, 1.148143], [-0.289119, 0.728669, -0.039914], [0.718272, 0.997448, 0.560849], [-1.566610, 1.483703, 0.116435], [-0.282139, -0.140218, -0.713837], [-1.744543, 2.124085, -0.742689], [-2.428756, 0.826306, 0.223588], [-1.519408, 2.142483, 0.987201], [-0.373722, -2.420098, 1.434808]], "forces_ev_per_a": [[-0.281, -0.290, 0.320], [0.108, 0.047, -0.083], [0.140, 0.314, -0.256], [-0.141, -0.057, 0.080], [0.124, -0.111, 0.284], [0.143, 0.019, 0.101], [-0.271, 0.426, 0.417], [-0.152, -0.058, -0.289], [0.005, -0.040, -0.330], [0.052, -0.153, -0.118], [0.135, -0.149, -0.053], [0.138, 0.052, -0.073]], "lowdin_charge": [-0.069, 0.031, 0.013, 0.014, -0.342, 0.029, -0.054, 0.104, 0.080, 0.077, 0.084, 0.034], "smiles": "[H][H].CC=O.O", "orbital_gap_ha": 0.4085, "largest_force_ev_per_a": 0.7, "e_homo_ev": -10.1}



no.,LUMO energy (eV)
1,-5.091
2,-3.612
3,-0.063
4,1.038